Entry 1:
DFT (the ωB97M-V functional and the def2-TZVPD basis) results for 10 unconnected molecules or ions with the total composition C26H52Br18N3O2.

Geometry as ORCA input:
```
! RIJCOSX wB97M-V def2-TZVPD def2/J DEFGRID3
* xyz 1 1
N -3.10 0.88 -5.04
C -1.73 0.70 -5.20
N -0.61 1.63 -4.72
C 0.76 0.92 -4.76
C 1.63 1.32 -3.42
C 1.31 0.42 -2.09
O 2.31 -0.07 -1.36
C 0.21 -0.61 -4.95
C 1.28 -1.83 -5.23
C 0.76 -3.19 -4.43
C 1.57 -3.39 -3.00
O 0.53 -3.36 -1.93
N -1.01 -0.48 -5.85
H -3.65 1.66 -5.47
H -3.56 0.21 -4.36
H -0.75 1.61 -3.66
H 1.37 1.22 -5.74
H 2.79 1.30 -3.64
H 1.40 2.46 -3.12
H 0.22 0.22 -1.71
H -0.29 -0.94 -3.93
H 1.30 -2.12 -6.39
H 2.38 -1.59 -4.87
H -0.42 -3.14 -4.21
H 1.00 -4.14 -5.09
H 2.17 -4.42 -2.99
H 2.29 -2.46 -2.82
H 1.04 -3.19 -1.07
H -0.85 -0.44 -6.88
Br 2.64 -1.76 1.87
C 2.91 0.15 1.61
C 4.11 0.65 2.39
Br 3.69 0.83 4.29
H 1.98 0.65 1.89
H 3.08 0.27 0.54
H 4.39 1.65 2.06
H 4.98 -0.02 2.32
Br -2.04 -1.08 -1.52
C -3.15 -0.09 -0.26
C -3.22 1.38 -0.63
Br -1.58 2.31 -0.13
H -2.73 -0.26 0.74
H -4.13 -0.55 -0.32
H -4.01 1.88 -0.07
H -3.37 1.55 -1.70
Br 4.62 1.89 -2.06
C 5.73 3.45 -2.45
C 6.37 3.33 -3.81
Br 7.88 2.10 -3.78
H 6.45 3.54 -1.64
H 5.05 4.30 -2.42
H 6.79 4.29 -4.12
H 5.68 2.98 -4.59
Br 3.44 4.48 -5.34
C 3.72 6.40 -5.61
C 4.91 6.89 -4.83
Br 4.49 7.07 -2.93
H 2.78 6.89 -5.33
H 3.88 6.52 -6.68
H 5.20 7.89 -5.15
H 5.78 6.23 -4.90
Br -2.86 -3.79 -4.48
C -3.26 -5.68 -4.72
C -2.00 -6.52 -4.63
Br -0.96 -6.40 -6.27
H -3.78 -5.78 -5.67
H -3.95 -5.93 -3.90
H -2.25 -7.58 -4.53
H -1.34 -6.23 -3.81
Br -5.47 4.04 0.63
C -4.58 3.94 2.36
C -4.44 5.31 2.99
Br -3.00 6.32 2.15
H -3.62 3.44 2.20
H -5.22 3.30 2.98
H -4.16 5.23 4.04
H -5.35 5.92 2.90
Br -1.37 -3.11 3.19
C -0.07 -4.27 4.05
C 0.03 -3.98 5.53
Br 1.05 -2.36 5.88
H 0.88 -4.14 3.53
H -0.43 -5.28 3.88
H 0.57 -4.78 6.05
H -0.95 -3.85 6.01
Br -3.84 0.92 5.79
C -2.54 -0.24 6.65
C -2.44 0.05 8.13
Br -1.42 1.67 8.47
H -1.59 -0.11 6.12
H -2.90 -1.26 6.48
H -1.90 -0.75 8.65
H -3.42 0.18 8.61
Br -2.82 -0.70 11.67
C -3.22 -2.59 11.43
C -1.97 -3.43 11.52
Br -0.92 -3.31 9.88
H -3.74 -2.69 10.48
H -3.91 -2.84 12.25
H -2.22 -4.49 11.62
H -1.31 -3.14 12.35
*
```

Computed properties:
HOMO in Eh: -0.408
Orbital gap in eV: 6.051
E_LUMO in eV: -5.039

These are the Löwdin partial charges, in e, on atoms 1 to 5: N 0.16; C -0.13; N 0.10; C -0.22; C -0.13


Entry 2:
DFT (the ωB97M-V functional and the def2-TZVPD basis) results for a molecular structure, C7H9NO.

Geometry as ORCA input:
```
! RIJCOSX wB97M-V def2-TZVPD def2/J DEFGRID3
* xyz 0 1
C -0.51 -1.46 1.23
C 1.05 1.63 -0.57
C 0.35 0.82 0.51
C 0.49 -0.81 0.30
C -1.40 -1.02 0.12
C 1.32 -1.35 -0.61
N -2.35 1.23 -0.33
C -1.52 0.35 -0.05
O 0.34 1.25 1.67
H -1.98 2.09 -0.72
H -0.60 -0.91 2.17
H -0.38 -2.53 1.29
H -1.86 -1.74 -0.53
H 0.74 2.67 -0.47
H 2.13 1.60 -0.41
H 0.84 1.26 -1.57
H 2.28 -0.89 -0.82
H 1.06 -2.21 -1.20
*
```

Computed properties:
HOMO (spin up / spin down) in Eh: -0.278 / -0.279
Orbital gap (spin up / spin down) in eV: 6.669 / 6.728
Relative energy (zero: lowest compared OMol25 entry of this formula, charge and spin) in kJ/mol: 550.09
E_LUMO (spin up / spin down) in eV: -0.907 / -0.867

These are the Löwdin partial charges, in e, on atoms 1 to 5: C -0.08; C -0.03; C -0.48; C -0.26; C -0.04


The evaluated total energy for the records listed, in turn: -1297124.4528; -10937.1131 eV.